Formula: C4H12Cl2I2N2Pt
Source: the OMol25 dataset
Level of theory: ωB97M-V/def2-TZVPD

Each line ends with the natural charge from an NBO analysis.
Cartesian coordinates (Å):
Pt 0.323 0.962 -0.214  0.854
Cl 2.389 2.118 0.180  0.126
C 2.580 2.781 -1.476  -0.377
Cl 1.135 2.337 -2.403  0.057
H 3.457 2.341 -1.938  0.269
H 2.654 3.861 -1.409  0.275
N -1.537 0.124 -0.620  -0.736
C -1.947 -0.974 0.293  -0.244
C -1.057 -2.200 0.149  -0.441
C 0.369 -1.987 0.636  -0.242
N 1.136 -1.132 -0.297  -0.762
H -2.197 0.899 -0.538  0.433
H -1.575 -0.201 -1.585  0.418
H -2.977 -1.253 0.065  0.251
H -1.913 -0.595 1.314  0.237
H -1.052 -2.541 -0.892  0.219
H -1.500 -3.003 0.737  0.279
H 0.863 -2.957 0.735  0.245
H 0.371 -1.515 1.619  0.226
H 1.106 -1.509 -1.240  0.416
H 2.109 -1.057 -0.013  0.424
I -0.858 2.304 2.290  -0.171
I -1.879 3.196 4.608  0.244

Calculated values
Largest force on an atom   0.03467 hartree/bohr
Net charge   +2
Kohn-Sham gap (alpha / beta)   5.356 / 5.270 eV
HOMO level (alpha / beta)   -15.2 / -15.2 eV
Relative energy (zero: lowest compared OMol25 entry of this formula, charge and spin)   28.5 kJ/mol


Formula: C4H12ClN2
Source: the OMol25 dataset
Level of theory: ωB97M-V/def2-TZVPD

Each line ends with the natural charge from an NBO analysis.
Cartesian coordinates (Å):
C 2.358 0.269 1.431  -0.599
C 2.325 0.748 -0.097  -0.375
C 1.269 -0.025 -1.014  -0.517
C -0.106 0.235 -0.558  0.327
N -3.828 -0.615 0.036  -0.857
N -1.059 -0.672 -0.515  -0.644
Cl -4.394 1.071 0.347  0.111
H 1.889 -0.721 1.476  0.193
H 3.236 0.155 1.894  0.235
H 1.537 0.833 1.916  0.208
H 3.274 0.730 -0.622  0.235
H 2.044 1.773 -0.042  0.210
H 1.513 0.239 -2.044  0.293
H 1.424 -1.130 -0.969  0.228
H -0.474 1.225 -0.432  0.217
H -4.495 -1.023 -0.639  0.429
H -0.767 -1.647 -0.828  0.423
H -3.599 -0.986 0.981  0.415
H -2.144 -0.459 -0.320  0.467

Calculated values
Largest force on an atom   0.12459 hartree/bohr
Net charge   +1
Kohn-Sham gap   9.637 eV
HOMO level   -14.1 eV
Relative energy (zero: lowest compared OMol25 entry of this formula, charge and spin)   122.9 kJ/mol


Formula: C4H12ClN2Si
Source: the OMol25 dataset
Level of theory: ωB97M-V/def2-TZVPD

Each line ends with the natural charge from an NBO analysis.
Cartesian coordinates (Å):
C -0.534 -2.149 1.051  -0.410
N -0.921 -0.768 1.038  -0.674
C -1.240 -0.025 -0.155  -0.267
Si -1.768 1.803 0.291  0.857
Cl -2.744 -0.559 -1.072  -0.027
C -0.103 0.340 -1.126  0.213
N 1.033 0.074 -0.559  -0.442
C 2.331 0.536 -1.063  -0.432
H -0.191 -2.361 2.075  0.227
H -1.380 -2.746 0.798  0.215
H 0.331 -2.161 0.424  0.179
H -1.582 -0.755 1.861  0.423
H -3.135 1.507 0.955  -0.071
H -1.723 2.478 -1.008  -0.140
H -0.652 2.575 0.971  -0.124
H 0.070 0.917 -2.205  0.306
H 0.875 -0.340 0.315  0.438
H 2.211 1.134 -1.995  0.240
H 2.924 -0.291 -1.335  0.239
H 2.866 0.891 -0.167  0.251

Calculated values
Largest force on an atom   0.07308 hartree/bohr
Net charge   +1
Kohn-Sham gap   9.245 eV
HOMO level   -13.8 eV
SMILES   CN[C@]([SiH3])(Cl)/C=[NH+]/C
Relative energy (zero: lowest compared OMol25 entry of this formula, charge and spin)   176.7 kJ/mol


Formula: C4H12ClO2S2
Source: the OMol25 dataset
Level of theory: ωB97M-V/def2-TZVPD

Each line ends with the natural charge from an NBO analysis.
Cartesian coordinates (Å):
Cl -1.856 2.915 -0.534  -1.000
C 2.647 -1.395 -4.686  -0.816
S 2.187 -2.143 -6.247  1.169
O 1.106 -1.090 -6.703  -0.972
C 3.560 -1.723 -7.326  -0.825
H 3.423 -1.944 -4.155  0.223
H 1.719 -1.118 -4.185  0.280
H 3.051 -0.436 -5.011  0.230
H 3.244 -2.009 -8.328  0.243
H 4.501 -2.260 -7.207  0.227
H 3.569 -0.638 -7.218  0.242
C -1.184 1.176 6.268  -0.781
S -2.798 0.183 6.128  1.168
O -3.189 -0.379 7.489  -0.985
C -4.033 1.504 5.767  -0.823
H -1.503 2.070 5.733  0.230
H -0.486 0.592 5.668  0.241
H -1.035 1.392 7.326  0.239
H -3.873 1.891 4.760  0.245
H -3.992 2.248 6.562  0.221
H -5.060 1.164 5.897  0.245

Calculated values
Largest force on an atom   0.06626 hartree/bohr
Net charge   -1
Kohn-Sham gap   5.637 eV
HOMO level   -3.5 eV
Relative energy (zero: lowest compared OMol25 entry of this formula, charge and spin)   108.6 kJ/mol


Formula: C4H12ClO4
Source: the OMol25 dataset
Level of theory: ωB97M-V/def2-TZVPD

Each line ends with the natural charge from an NBO analysis.
Cartesian coordinates (Å):
Cl 0.431 2.164 -1.625  -0.923
C 2.004 0.251 1.079  -0.098
C 3.079 -0.428 0.116  -0.075
O 2.590 -0.400 -1.244  -0.779
O 2.130 1.685 1.021  -0.766
H 2.167 -0.071 2.107  0.153
H 1.032 -0.044 0.683  0.185
H 3.167 -1.463 0.447  0.144
H 4.054 0.059 0.098  0.163
H 1.920 0.262 -1.430  0.510
H 1.717 1.924 0.188  0.503
C -3.035 0.135 0.177  -0.067
C -2.432 -1.112 -0.593  -0.080
O -1.071 -1.223 -0.282  -0.701
O -2.625 1.300 -0.441  -0.741
H -2.698 0.122 1.213  0.132
H -4.103 -0.057 0.273  0.154
H -2.614 -1.140 -1.667  0.188
H -2.996 -1.949 -0.180  0.124
H -1.038 -1.317 0.673  0.456
H -1.681 1.303 -0.614  0.519

Calculated values
Largest force on an atom   0.04898 hartree/bohr
Net charge   -1
Kohn-Sham gap   8.289 eV
HOMO level   -4.9 eV
Relative energy (zero: lowest compared OMol25 entry of this formula, charge and spin)   30.6 kJ/mol


Formula: C4H12FNaO2S2Sn
Source: the OMol25 dataset
Level of theory: ωB97M-V/def2-TZVPD

Each line ends with the natural charge from an NBO analysis.
Cartesian coordinates (Å):
Na -0.321 -0.975 0.386  0.973
Sn -2.824 1.512 2.310  1.647
F -1.010 1.360 -0.019  -0.809
C -3.409 -1.018 -2.227  -0.849
S -2.597 -1.605 -3.770  1.276
O -1.518 -0.573 -4.120  -0.883
C -1.726 -2.894 -2.827  -0.841
H -2.627 -0.504 -1.669  0.198
H -3.961 -1.768 -1.661  0.232
H -4.207 -0.290 -2.376  0.248
H -0.868 -2.375 -2.399  0.203
H -1.445 -3.568 -3.636  0.264
H -2.105 -3.484 -1.993  0.235
C 3.904 1.326 2.962  -0.805
S 3.256 2.732 1.978  1.272
O 3.828 2.348 0.617  -0.865
C 1.680 1.732 2.116  -0.833
H 3.397 1.190 3.917  0.219
H 4.907 1.623 3.269  0.256
H 3.773 0.338 2.520  0.239
H 1.383 1.667 3.163  0.212
H 1.543 0.752 1.660  0.193
H 0.948 2.476 1.802  0.218

Calculated values
Largest force on an atom   0.09784 hartree/bohr
Net charge   +2
Kohn-Sham gap   2.364 eV
HOMO level   -14.4 eV
Relative energy (zero: lowest compared OMol25 entry of this formula, charge and spin)   696.5 kJ/mol


Formula: C4H12FNaO2S2Tl
Source: the OMol25 dataset
Level of theory: ωB97M-V/def2-TZVPD

Each line ends with the natural charge from an NBO analysis.
Cartesian coordinates (Å):
Na -4.680 0.155 3.601  0.997
Tl -3.986 5.134 2.518  0.997
F -1.965 1.792 2.933  -0.755
C -2.783 -0.646 -1.797  -0.810
S -2.274 -2.317 -2.326  1.305
O -3.069 -2.630 -3.626  -0.580
C -0.649 -1.743 -3.058  -0.735
H -2.110 0.142 -2.132  0.264
H -2.614 -0.612 -0.720  0.237
H -3.840 -0.446 -1.973  0.287
H -0.597 -0.926 -3.778  0.287
H -0.317 -2.705 -3.448  0.274
H -0.011 -1.641 -2.180  0.233
C 1.672 0.857 0.779  -0.722
S 2.451 0.090 2.358  1.398
O 2.499 -1.384 2.050  -0.585
C 4.149 0.868 2.284  -0.755
H 2.437 0.661 0.029  0.263
H 1.643 1.933 0.953  0.265
H 0.710 0.548 0.370  0.267
H 4.617 0.930 1.301  0.297
H 4.608 0.162 2.975  0.283
H 4.112 1.776 2.886  0.286

Calculated values
Largest force on an atom   0.09946 hartree/bohr
Net charge   +3
Kohn-Sham gap   1.953 eV
HOMO level   -17.1 eV
Relative energy (zero: lowest compared OMol25 entry of this formula, charge and spin)   264.3 kJ/mol


Formula: C4H12KO4
Source: the OMol25 dataset
Level of theory: ωB97M-V/def2-TZVPD

Each line ends with the natural charge from an NBO analysis.
Cartesian coordinates (Å):
K -2.239 -0.232 -0.226  0.997
C 1.038 0.598 -4.241  -0.103
C 1.833 1.531 -5.171  -0.097
O 1.017 2.171 -6.136  -0.684
O 0.387 1.394 -3.225  -0.746
H 1.683 -0.123 -3.739  0.186
H 0.398 -0.010 -4.879  0.174
H 2.597 0.937 -5.673  0.198
H 2.310 2.256 -4.511  0.168
H 0.314 2.586 -5.631  0.444
H 0.051 2.204 -3.615  0.460
C -0.781 -0.606 4.294  -0.090
C -1.454 -1.761 5.125  -0.070
O -0.567 -2.596 5.839  -0.711
O -0.099 -1.146 3.139  -0.746
H -0.111 -0.091 4.983  0.190
H -1.634 0.051 4.126  0.153
H -2.073 -2.376 4.472  0.157
H -2.090 -1.237 5.839  0.167
H -1.069 -3.012 6.544  0.477
H 0.488 -0.538 2.684  0.474

Calculated values
Largest force on an atom   0.04188 hartree/bohr
Net charge   +1
Kohn-Sham gap   8.343 eV
HOMO level   -12.7 eV
Relative energy (zero: lowest compared OMol25 entry of this formula, charge and spin)   190.6 kJ/mol


Please write out number 6 again, unchanged.
Formula: C4H12FNaO2S2Sn
Source: the OMol25 dataset
Level of theory: ωB97M-V/def2-TZVPD

Each line ends with the natural charge from an NBO analysis.
Cartesian coordinates (Å):
Na -0.321 -0.975 0.386  0.973
Sn -2.824 1.512 2.310  1.647
F -1.010 1.360 -0.019  -0.809
C -3.409 -1.018 -2.227  -0.849
S -2.597 -1.605 -3.770  1.276
O -1.518 -0.573 -4.120  -0.883
C -1.726 -2.894 -2.827  -0.841
H -2.627 -0.504 -1.669  0.198
H -3.961 -1.768 -1.661  0.232
H -4.207 -0.290 -2.376  0.248
H -0.868 -2.375 -2.399  0.203
H -1.445 -3.568 -3.636  0.264
H -2.105 -3.484 -1.993  0.235
C 3.904 1.326 2.962  -0.805
S 3.256 2.732 1.978  1.272
O 3.828 2.348 0.617  -0.865
C 1.680 1.732 2.116  -0.833
H 3.397 1.190 3.917  0.219
H 4.907 1.623 3.269  0.256
H 3.773 0.338 2.520  0.239
H 1.383 1.667 3.163  0.212
H 1.543 0.752 1.660  0.193
H 0.948 2.476 1.802  0.218

Calculated values
Largest force on an atom   0.09784 hartree/bohr
Net charge   +2
Kohn-Sham gap   2.364 eV
HOMO level   -14.4 eV
Relative energy (zero: lowest compared OMol25 entry of this formula, charge and spin)   696.5 kJ/mol


> Among the records above, which one has the lowest relative energy (zero: lowest compared OMol25 entry of this formula, charge and spin)?

C4H12Cl2I2N2Pt


Repeat the fifth record exactly.
Formula: C4H12ClO4
Source: the OMol25 dataset
Level of theory: ωB97M-V/def2-TZVPD

Each line ends with the natural charge from an NBO analysis.
Cartesian coordinates (Å):
Cl 0.431 2.164 -1.625  -0.923
C 2.004 0.251 1.079  -0.098
C 3.079 -0.428 0.116  -0.075
O 2.590 -0.400 -1.244  -0.779
O 2.130 1.685 1.021  -0.766
H 2.167 -0.071 2.107  0.153
H 1.032 -0.044 0.683  0.185
H 3.167 -1.463 0.447  0.144
H 4.054 0.059 0.098  0.163
H 1.920 0.262 -1.430  0.510
H 1.717 1.924 0.188  0.503
C -3.035 0.135 0.177  -0.067
C -2.432 -1.112 -0.593  -0.080
O -1.071 -1.223 -0.282  -0.701
O -2.625 1.300 -0.441  -0.741
H -2.698 0.122 1.213  0.132
H -4.103 -0.057 0.273  0.154
H -2.614 -1.140 -1.667  0.188
H -2.996 -1.949 -0.180  0.124
H -1.038 -1.317 0.673  0.456
H -1.681 1.303 -0.614  0.519

Calculated values
Largest force on an atom   0.04898 hartree/bohr
Net charge   -1
Kohn-Sham gap   8.289 eV
HOMO level   -4.9 eV
Relative energy (zero: lowest compared OMol25 entry of this formula, charge and spin)   30.6 kJ/mol